[1]
The following is a DFT calculation (ωB97M-V with the def2-TZVPD basis set) of a 2-piece molecular cluster, C6H12INO2 overall in a non-equilibrium geometry.

Computed properties:
**Electronic energy**: -738.54345 Eh
**HOMO level (spin up / spin down)**: -0.338 / -0.216 Ha
**Molar mass**: 257.07 g/mol
**Energy above the lowest of the compared OMol25 structures with the same formula, charge and spin**: 315.59 kJ/mol
**Maximum force**: 3.29 eV Å⁻¹

Geometry as ORCA input:
```
! wB97M-V def2-TZVPD RIJCOSX def2/J DEFGRID3
* xyz 0 1
C -0.7042 -1.0529 1.2930
H 0.5502 1.5539 -0.9316
H -0.4996 1.8093 1.9321
H -0.9261 2.8705 0.5903
C 1.2497 0.1555 0.5519
H 1.6699 -2.3087 -0.7466
H 1.4759 0.1531 1.6224
N -2.9573 -0.4171 -0.9669
H -1.4087 1.1795 0.5451
C -0.6173 1.8605 0.8512
H -3.5046 -1.8107 -2.1978
H 2.1779 -0.0390 0.0140
H 0.2284 -3.1298 -0.1388
H 1.4957 -2.6264 0.9878
C 0.9633 -2.3590 0.0777
H -0.2861 -0.7545 -0.6824
O -2.8687 -1.7095 -1.4728
C 0.6995 1.5235 0.1524
C 0.2626 -0.9937 0.2381
H 1.4522 2.2778 0.4073
I -4.7235 0.0110 -0.0222
O -1.2633 -1.5913 2.1588
*
```


[2]
The following is a DFT calculation (ωB97M-V with the def2-TZVPD basis set) of C6H12IrN3O7S as an isolated structure.

Computed properties:
**Electronic energy**: -1429.16170 Eh
**HOMO level**: -0.330 Ha
**Molar mass**: 462.46 g/mol
**Energy above the lowest of the compared OMol25 structures with the same formula, charge and spin**: 158.03 kJ/mol
**Maximum force**: 0.74 eV Å⁻¹

Geometry as ORCA input:
```
! wB97M-V def2-TZVPD RIJCOSX def2/J DEFGRID3
* xyz 0 1
H 5.3280 -1.3364 -2.0088
O -1.3416 1.0637 -0.2459
C 4.9774 -0.3732 -1.6240
N -1.0955 -1.4041 2.5426
C 3.1316 -0.0961 -3.2347
C 4.4375 0.4913 -2.7439
Ir 0.2441 0.4035 0.8046
H 5.4098 -1.1338 0.7337
O 1.8368 -0.6196 0.0981
O -0.9091 1.7338 1.8955
H 0.6467 -0.2565 -3.4952
H 3.2992 -1.0789 -3.6889
H 2.6745 0.5439 -3.9874
H 4.2640 1.5046 -2.3759
H 4.1268 -0.1337 1.4413
O 0.4737 2.4378 0.1288
C 4.3399 -0.9409 0.7404
H 5.1583 0.5444 -3.5588
C 2.6318 -0.4530 -0.8817
C 0.7601 -0.1742 -2.4166
H 5.8215 0.1151 -1.1367
S -0.9924 2.3702 0.5123
N 2.1921 -0.2170 -2.1240
O -1.8126 3.5021 0.3166
H 0.2438 -1.0126 -1.9535
H 3.8176 -1.8353 1.0731
H 0.3110 0.7583 -2.0814
N 3.9433 -0.5823 -0.6174
O -0.0325 -1.3532 1.6055
O -1.9958 -2.0204 2.1328
*
```


Question: Among the records above, which one has the highest electronic energy?
Answer: C6H12INO2